Here is a 2-piece molecular cluster, C2H2N4O2 overall at a distorted geometry from OMol25. Energies are from ωB97M-V/def2-TZVPD.

LUMO, eV: -2.59
Gap between HOMO and LUMO, eV: 7.8
Calculated total energy, hartree: -446.588805
Spin multiplicity: 1
Energy relative to the best compared isomer or geometry (same formula, charge and spin), kJ/mol: 1007.97

Each atom is followed by the atoms it is bonded to, with distances in Å.
Geometry (Å):
1 C -0.16 -0.81 -0.22  C2 1.465, N5 1.318, O9 1.341
2 C -0.33 0.64 -0.15  C1 1.465, N7 1.520, N8 1.361
3 H -1.41 -1.29 1.62  no bonds
4 H -1.93 1.21 -1.02  N8 1.048
5 N 1.06 -1.30 -0.08  C1 1.318, O10 1.450
6 N 2.10 0.76 0.15  N7 1.281, O10 1.479
7 N 0.94 1.19 0.48  C2 1.520, N6 1.281
8 N -1.24 1.63 -0.36  C2 1.361, H4 1.048
9 O -1.28 -1.48 0.07  C1 1.341
10 O 2.24 -0.56 -0.49  N5 1.450, N6 1.479